Entry 1
{
  "formula": "C3H12N2O",
  "method": "the ωB97M-V functional and the def2-TZVPD basis",
  "homo_ha": -0.3280,
  "smiles": "NCCCN.O",
  "lumo_ev": 0.70,
  "species": ["N", "C", "C", "C", "N", "H", "H", "H", "H", "H", "H", "H", "H", "H", "H", "O", "H", "H"],
  "xyz": [[1.04, 1.71, -2.29], [0.21, 0.88, -1.43], [0.88, 0.67, -0.09], [0.19, -0.43, 0.72], [0.91, -0.69, 1.97], [1.05, 2.66, -1.97], [0.81, 1.66, -3.28], [-0.76, 1.35, -1.25], [-0.02, -0.06, -1.94], [0.95, 1.62, 0.46], [1.91, 0.37, -0.29], [-0.82, -0.08, 0.95], [0.12, -1.31, 0.08], [1.85, -0.96, 1.72], [0.51, -1.52, 2.40], [-2.84, -1.69, 1.13], [-3.62, -1.68, 1.71], [-2.36, -2.48, 1.40]]
}

=====

Entry 2
{
  "formula": "C3H12N2O",
  "method": "the ωB97M-V functional and the def2-TZVPD basis",
  "homo_ha": -0.3312,
  "smiles": "C[C@@H](N)CN.O",
  "lumo_ev": 0.57,
  "species": ["C", "C", "N", "C", "N", "H", "H", "H", "H", "H", "H", "H", "H", "H", "H", "O", "H", "H"],
  "xyz": [[0.00, -0.91, -1.33], [0.41, 0.20, -0.31], [-0.38, 0.05, 0.96], [2.03, -0.01, -0.03], [2.76, 1.05, 0.67], [0.57, -0.67, -2.29], [-1.11, -0.82, -1.44], [0.13, -1.91, -0.77], [0.17, 1.15, -0.80], [-1.29, -0.49, 0.86], [-0.55, 1.03, 1.42], [2.07, -0.88, 0.71], [2.64, -0.30, -1.02], [2.80, 2.01, 0.16], [2.20, 1.35, 1.43], [-4.49, -0.09, 0.50], [-4.01, -0.10, 1.33], [-3.96, -0.68, -0.06]]
}

=====

Entry 3
{
  "formula": "C3H12N2O",
  "method": "the ωB97M-V functional and the def2-TZVPD basis",
  "homo_ha": -0.3315,
  "smiles": "NCCN.CO",
  "lumo_ev": 0.86,
  "species": ["N", "C", "C", "N", "H", "H", "H", "H", "H", "H", "H", "H", "C", "O", "H", "H", "H", "H"],
  "xyz": [[-0.88, 0.28, 1.44], [0.25, 1.21, 1.44], [1.55, 0.49, 1.05], [1.53, 0.09, -0.37], [-1.72, 0.85, 1.38], [-0.87, -0.25, 0.58], [0.37, 1.61, 2.44], [0.11, 2.05, 0.74], [1.69, -0.41, 1.65], [2.39, 1.17, 1.24], [2.35, -0.45, -0.61], [1.44, 0.90, -0.96], [-1.85, -1.04, -1.78], [-0.51, -1.01, -1.43], [-2.38, -1.92, -1.40], [-2.42, -0.18, -1.40], [-1.94, -1.01, -2.87], [0.42, -0.67, -1.08]]
}

=====

It is entry 1 that is most stable; the runner-up trails by 25.0 kcal/mol.

=====

Entry 1
{
  "formula": "C24H26ErN8O6",
  "method": "the ωB97M-V functional and the def2-TZVPD basis",
  "homo_ha": [-0.3431, -0.3430],
  "spin_multiplicity": 4,
  "charge": 1,
  "lumo_ev": [-3.77, -3.75],
  "s_squared": 3.7527,
  "species": ["Er", "O", "C", "O", "C", "O", "O", "O", "C", "O", "C", "C", "C", "C", "C", "C", "N", "C", "C", "C", "C", "C", "C", "N", "H", "H", "H", "H", "H", "H", "H", "H", "H", "H", "N", "C", "C", "N", "C", "H", "H", "H", "H", "C", "N", "C", "N", "C", "N", "C", "N", "C", "C", "H", "H", "H", "H", "H", "H", "H", "H", "H", "H", "H", "H"],
  "xyz": [[-0.16, 0.58, 0.19], [1.57, -1.83, 3.13], [0.92, -1.51, 1.69], [0.13, -0.38, 2.05], [2.10, -0.99, 0.95], [3.20, -1.47, 1.11], [1.82, -0.01, 0.07], [1.24, -1.53, 7.43], [1.58, -1.64, 6.13], [2.16, -2.61, 5.73], [1.25, -0.48, 5.23], [0.73, 0.79, 5.71], [0.26, 1.75, 4.84], [0.37, 1.57, 3.45], [1.08, 0.42, 2.97], [1.43, -0.60, 3.91], [-0.15, 2.22, 2.37], [-0.76, 3.36, 2.37], [-1.44, 3.79, 1.17], [-2.02, 5.06, 1.15], [-2.74, 5.46, 0.05], [-2.88, 4.58, -1.01], [-2.26, 3.35, -0.92], [-1.53, 2.94, 0.13], [0.77, -0.71, 7.60], [0.67, 0.99, 6.77], [-0.22, 2.63, 5.25], [1.91, 0.69, 2.30], [2.51, -2.00, 2.87], [-0.82, 3.97, 3.27], [-1.90, 5.71, 2.01], [-3.20, 6.45, 0.02], [-3.46, 4.82, -1.89], [-2.37, 2.65, -1.73], [-0.74, 1.98, -4.22], [0.47, 2.48, -3.80], [0.63, 2.02, -2.54], [-0.47, 1.25, -2.17], [-1.27, 1.25, -3.22], [-1.17, 2.12, -5.12], [1.10, 3.09, -4.43], [1.47, 2.18, -1.88], [-2.23, 0.77, -3.29], [0.30, -3.11, -0.86], [-0.03, -1.81, -1.54], [-1.28, -2.05, -2.31], [-1.18, -3.13, -3.27], [-0.83, -4.36, -2.54], [0.43, -4.21, -1.81], [1.49, -3.89, -2.76], [1.20, -2.65, -3.49], [1.06, -1.56, -2.53], [-0.08, -2.82, -4.19], [-0.48, -3.32, -0.14], [1.24, -2.99, -0.33], [-1.53, -1.14, -2.85], [-2.08, -2.28, -1.59], [-0.74, -5.18, -3.25], [-1.63, -4.60, -1.84], [1.60, -4.71, -3.47], [2.43, -3.77, -2.22], [0.83, -0.65, -3.08], [1.99, -1.42, -1.99], [0.02, -3.64, -4.91], [-0.32, -1.90, -4.73]]
}

=====

Entry 2
{
  "formula": "C24H26ErN8O6",
  "method": "the ωB97M-V functional and the def2-TZVPD basis",
  "homo_ha": [-0.3431, -0.3432],
  "spin_multiplicity": 4,
  "charge": 1,
  "lumo_ev": [-3.84, -3.82],
  "s_squared": 3.7527,
  "species": ["Er", "O", "C", "O", "C", "O", "O", "O", "C", "O", "C", "C", "C", "C", "C", "C", "N", "C", "C", "C", "C", "C", "C", "N", "H", "H", "H", "H", "H", "H", "H", "H", "H", "H", "N", "C", "C", "N", "C", "H", "H", "H", "H", "C", "N", "C", "N", "C", "N", "C", "N", "C", "C", "H", "H", "H", "H", "H", "H", "H", "H", "H", "H", "H", "H"],
  "xyz": [[-0.06, -0.25, -0.56], [1.65, -2.69, 2.54], [0.99, -1.29, 1.91], [1.35, -1.49, 0.57], [-0.48, -1.58, 2.04], [-0.98, -2.13, 2.99], [-1.19, -1.09, 0.98], [4.71, -5.58, 2.20], [3.54, -4.96, 2.44], [3.18, -4.72, 3.56], [2.76, -4.50, 1.25], [2.98, -4.97, -0.10], [2.36, -4.37, -1.18], [1.41, -3.36, -0.99], [1.03, -3.03, 0.35], [1.80, -3.58, 1.42], [0.80, -2.46, -1.85], [0.80, -2.52, -3.12], [0.31, -1.39, -3.90], [0.26, -1.51, -5.29], [-0.12, -0.43, -6.05], [-0.43, 0.76, -5.40], [-0.36, 0.79, -4.01], [-0.02, -0.25, -3.24], [4.89, -5.59, 1.26], [3.64, -5.81, -0.28], [2.64, -4.69, -2.18], [-0.06, -3.02, 0.52], [0.98, -3.02, 3.19], [1.22, -3.37, -3.67], [0.53, -2.45, -5.75], [-0.16, -0.50, -7.12], [-0.71, 1.65, -5.93], [-0.59, 1.70, -3.50], [-3.25, 2.77, -2.17], [-3.90, 1.58, -1.97], [-2.96, 0.74, -1.46], [-1.74, 1.39, -1.36], [-1.97, 2.62, -1.80], [-3.65, 3.63, -2.53], [-4.94, 1.46, -2.18], [-3.11, -0.28, -1.14], [-1.25, 3.41, -1.88], [0.43, 1.59, 2.74], [-0.30, 1.79, 1.44], [0.15, 3.09, 0.91], [-0.08, 4.20, 1.82], [0.64, 3.93, 3.06], [0.21, 2.68, 3.67], [-1.22, 2.77, 3.95], [-1.99, 3.01, 2.73], [-1.74, 1.92, 1.80], [-1.51, 4.25, 2.12], [1.49, 1.50, 2.52], [0.09, 0.66, 3.18], [-0.38, 3.30, -0.02], [1.23, 3.02, 0.69], [0.47, 4.75, 3.76], [1.71, 3.88, 2.85], [-1.40, 3.58, 4.65], [-1.56, 1.83, 4.40], [-2.32, 2.11, 0.89], [-2.07, 0.97, 2.22], [-1.70, 5.08, 2.81], [-2.07, 4.44, 1.20]]
}

=====

It is entry 2 that is most stable; the runner-up trails by 7.0 kcal/mol.

=====

Entry 1
{
  "formula": "C4H14N2O2",
  "method": "the ωB97M-V functional and the def2-TZVPD basis",
  "homo_ha": -0.3410,
  "smiles": "NCC[C@@H](N)CO.O",
  "lumo_ev": 0.76,
  "species": ["N", "C", "C", "C", "N", "C", "O", "H", "H", "H", "H", "H", "H", "H", "H", "H", "H", "H", "H", "O", "H", "H"],
  "xyz": [[1.38, -0.22, 2.30], [0.45, -0.89, 1.32], [0.07, 0.09, 0.21], [-0.85, -0.41, -0.86], [-1.65, 0.68, -1.47], [-0.20, -1.17, -2.01], [0.53, -0.28, -2.87], [1.68, -1.00, 2.90], [2.21, -0.17, 1.69], [0.83, -1.78, 0.82], [-0.52, -1.08, 1.80], [-0.34, 0.99, 0.72], [0.97, 0.44, -0.40], [-1.59, -1.11, -0.43], [-1.09, 1.34, -2.00], [-2.29, 1.22, -0.90], [0.52, -1.81, -1.47], [-0.90, -1.62, -2.71], [0.06, -0.02, -3.65], [0.08, 2.50, 2.69], [0.52, 1.63, 2.57], [0.14, 2.66, 1.74]]
}

=====

Entry 2
{
  "formula": "C4H14N2O2",
  "method": "the ωB97M-V functional and the def2-TZVPD basis",
  "homo_ha": -0.3237,
  "smiles": "NCC[C@@H](N)CO.O",
  "lumo_ev": 0.77,
  "species": ["N", "C", "C", "C", "N", "C", "O", "H", "H", "H", "H", "H", "H", "H", "H", "H", "H", "H", "H", "O", "H", "H"],
  "xyz": [[-1.12, 1.86, 0.15], [-0.09, 1.73, -0.88], [1.14, 0.90, -0.45], [0.82, -0.62, -0.31], [2.02, -1.40, -0.68], [0.31, -0.93, 1.08], [-0.30, -2.20, 1.10], [-0.72, 1.73, 1.06], [-1.60, 2.75, 0.13], [-0.59, 1.27, -1.74], [0.34, 2.71, -1.17], [1.89, 0.97, -1.25], [1.69, 1.40, 0.36], [0.12, -0.96, -1.07], [2.79, -1.33, -0.04], [1.70, -2.31, -0.95], [1.22, -0.98, 1.73], [-0.35, -0.21, 1.55], [-1.17, -1.99, 0.73], [-2.60, -1.04, 0.52], [-2.33, -0.10, 0.40], [-3.15, -1.24, -0.26]]
}

=====

Entry 3
{
  "formula": "C4H14N2O2",
  "method": "the ωB97M-V functional and the def2-TZVPD basis",
  "homo_ha": -0.3221,
  "smiles": "CNC[C@H](N)CO.O",
  "lumo_ev": 0.76,
  "species": ["C", "N", "C", "C", "N", "C", "O", "H", "H", "H", "H", "H", "H", "H", "H", "H", "H", "H", "H", "O", "H", "H"],
  "xyz": [[1.58, -2.91, -0.23], [1.25, -1.44, -0.34], [-0.16, -1.07, -0.10], [-0.40, 0.25, -0.92], [-0.11, 1.33, 0.06], [-1.90, 0.32, -1.36], [-2.28, 1.60, -1.78], [1.17, -3.63, -0.97], [1.40, -3.40, 0.67], [2.77, -2.90, -0.66], [1.84, -0.86, 0.35], [-0.84, -1.80, -0.38], [-0.48, -0.97, 1.02], [0.22, 0.26, -1.84], [-0.85, 1.64, 0.65], [0.31, 2.17, -0.33], [-2.21, -0.36, -2.02], [-2.65, 0.16, -0.50], [-1.71, 2.13, -2.37], [0.83, 3.52, 3.73], [1.81, 3.29, 3.69], [0.40, 2.67, 3.63]]
}

=====

Entry 4
{
  "formula": "C4H14N2O2",
  "method": "the ωB97M-V functional and the def2-TZVPD basis",
  "homo_ha": -0.3551,
  "smiles": "[H]/N=C/NCCC.O.O",
  "lumo_ev": 0.42,
  "species": ["H", "N", "C", "N", "C", "C", "C", "H", "H", "H", "H", "H", "H", "H", "H", "H", "O", "H", "H", "O", "H", "H"],
  "xyz": [[-3.49, -1.70, 1.28], [-2.56, -1.82, 0.88], [-1.63, -1.31, 1.56], [-0.30, -1.53, 1.17], [0.49, -0.27, 1.13], [1.97, -0.64, 0.80], [2.62, 0.61, 0.18], [-1.90, -0.69, 2.42], [-0.30, -2.00, 0.29], [0.42, 0.05, 2.17], [0.09, 0.44, 0.40], [2.62, -1.05, 1.55], [1.95, -1.46, 0.07], [2.13, 1.58, 0.14], [3.58, 0.78, 0.68], [2.75, 0.46, -0.89], [-0.27, 3.00, -1.92], [0.47, 2.48, -2.25], [-0.60, 2.38, -1.25], [-2.81, 0.48, -3.10], [-2.30, -0.33, -3.16], [-2.92, 0.55, -2.14]]
}

=====

It is entry 2 that is most stable; the runner-up trails by 11.5 kcal/mol.